Entry 1:
The following is a quantum chemistry calculation of a structure of composition C20H54AsF6HgN2O2Sb2Si3, from OMol25.

Structure (XYZ):
```
91
Properties=species:S:1:pos:R:3:forces:R:3
Hg 0.3671 -0.4393 1.1374 -0.392 -0.320 -0.357
C 4.7413 0.3766 -1.5141 -0.033 0.042 -0.006
O 3.4099 0.6198 -2.0106 -0.028 -0.031 -0.018
C 2.4171 0.5039 -1.1417 0.089 0.060 -0.050
O 2.5480 0.1778 0.0296 0.106 0.012 -0.006
N 1.2322 0.7891 -1.7310 0.032 -0.097 -0.158
N 0.0652 0.7547 -0.9757 0.023 0.182 -0.081
H 5.1094 1.2748 -1.0228 0.015 -0.010 0.017
H 5.3374 0.1520 -2.3915 0.020 0.013 0.012
H 4.7414 -0.4574 -0.8188 -0.004 -0.031 -0.003
H 1.2172 1.0601 -2.7024 -0.010 0.047 0.024
H -0.6522 0.1782 -1.4056 0.003 0.057 -0.015
H -0.3063 1.6865 -0.8194 -0.078 -0.072 -0.032
F -2.1995 1.3870 0.1990 -0.125 0.036 0.075
As -3.3519 0.0855 0.5275 -0.207 0.023 0.108
F -2.1307 -1.0050 -0.1452 -0.028 -0.083 -0.088
F -4.0225 0.2735 -1.0385 0.078 -0.014 -0.005
F -4.3487 -1.2636 0.8912 0.051 0.021 -0.038
F -4.4555 1.2051 1.2089 0.061 -0.042 0.023
F -2.5529 -0.1089 2.0900 -0.126 0.155 -0.197
C -2.2237 -4.3237 -1.1890 -0.012 -0.052 -0.017
C -0.7049 -4.4813 -1.2083 -0.324 0.300 -0.382
C -0.1534 -4.3744 -2.6247 0.009 -0.031 0.003
Sb 0.1702 -3.0505 0.1303 0.704 -0.195 0.600
C 2.2805 -3.5203 0.1052 0.061 -0.092 -0.101
C 2.6506 -4.9758 0.3609 -0.043 -0.028 0.038
C 2.9199 -3.0220 -1.1894 0.063 -0.036 0.000
C -0.4202 -3.9073 2.0143 -0.206 -0.098 0.072
C -1.7309 -3.2669 2.4763 0.020 -0.001 0.025
C -0.5455 -5.4279 2.0105 -0.019 -0.012 -0.003
H -2.6783 -5.0840 -1.8287 0.012 -0.013 0.003
H -2.5274 -3.3464 -1.5681 0.005 -0.007 0.015
H -2.6472 -4.4375 -0.1915 0.001 0.002 0.001
H -0.4148 -5.4353 -0.7641 0.036 0.020 0.046
H -0.3455 -3.3910 -3.0583 -0.009 0.004 0.004
H -0.6473 -5.1117 -3.2623 -0.016 -0.001 0.010
H 0.9163 -4.5680 -2.6735 0.006 -0.012 -0.001
H 2.6489 -2.9067 0.9348 0.027 0.000 -0.001
H 2.2424 -5.6353 -0.4090 -0.016 0.000 0.006
H 2.3021 -5.3287 1.3301 0.010 0.007 0.011
H 3.7370 -5.0985 0.3455 0.003 0.025 -0.028
H 2.6472 -3.6502 -2.0367 0.019 -0.031 0.008
H 4.0100 -3.0513 -1.1113 0.004 0.008 0.015
H 2.6289 -2.0035 -1.4375 -0.020 0.082 -0.012
H 0.3892 -3.6049 2.6884 0.024 -0.021 -0.008
H -2.5476 -3.4703 1.7818 -0.003 0.017 -0.003
H -1.6619 -2.1827 2.5683 0.015 -0.013 0.003
H -2.0335 -3.6735 3.4457 0.021 -0.013 0.009
H -1.3671 -5.7536 1.3697 -0.017 0.010 0.007
H -0.7747 -5.7785 3.0203 -0.003 0.002 0.000
H 0.3565 -5.9413 1.6831 0.005 0.009 -0.014
C -0.0058 -2.1772 5.4879 -0.012 -0.104 -0.033
Si -0.9482 -0.5826 5.3340 0.220 0.359 0.180
C -2.7829 -0.7185 5.1520 -0.072 -0.100 -0.080
C -0.4971 0.5082 6.7821 -0.098 -0.031 0.129
Sb 0.1520 0.7884 3.4399 0.005 -0.197 0.123
Si -0.7763 3.1629 3.0699 0.203 -0.063 0.197
C -0.2654 3.9914 4.6609 0.008 0.146 0.013
C -2.6121 3.1440 2.8915 -0.108 -0.017 -0.042
C 0.1665 3.8195 1.5923 -0.072 0.039 -0.113
Si 2.6733 0.8805 3.9005 -0.070 0.141 0.124
C 3.3557 2.1346 2.7086 0.059 0.066 -0.052
C 2.9881 1.3763 5.6681 0.087 -0.010 0.069
C 3.3365 -0.8227 3.5361 0.046 -0.058 -0.072
H -0.1968 -2.5995 6.4784 -0.008 -0.007 -0.007
H 1.0664 -1.9947 5.4076 0.021 -0.015 0.038
H -0.2868 -2.9211 4.7463 -0.006 -0.024 -0.046
H -3.1404 -1.5066 5.8209 -0.019 0.034 0.028
H -3.1017 -0.9565 4.1397 -0.017 -0.021 0.002
H -3.2562 0.2188 5.4495 -0.016 -0.002 -0.018
H -0.9572 0.1149 7.6934 0.007 -0.004 0.001
H -0.8534 1.5316 6.6561 -0.016 -0.001 -0.005
H 0.5801 0.5405 6.9435 0.011 0.011 0.002
H -0.8129 3.5747 5.5080 0.006 0.004 0.011
H -0.5038 5.0579 4.6128 0.004 0.001 0.012
H 0.8034 3.8988 4.8627 0.002 0.001 -0.015
H -3.0804 2.3490 3.4727 0.000 0.030 0.042
H -2.9175 3.0021 1.8575 -0.008 0.015 -0.005
H -2.9983 4.1039 3.2457 -0.027 -0.008 -0.012
H 0.7394 3.0386 1.0888 0.025 0.005 0.006
H 0.8611 4.6066 1.8897 0.016 -0.012 -0.007
H -0.5334 4.2415 0.8676 0.007 0.017 0.001
H 2.9779 3.1376 2.9159 0.004 0.000 0.004
H 3.1086 1.8706 1.6797 0.001 0.002 0.002
H 4.4456 2.1622 2.7949 0.000 0.022 0.006
H 2.4023 2.2472 5.9655 0.000 0.002 0.000
H 4.0446 1.6285 5.7935 0.000 -0.004 -0.001
H 2.7647 0.5617 6.3586 -0.009 0.003 0.010
H 3.1332 -1.1050 2.5007 0.022 0.015 -0.020
H 2.9141 -1.5857 4.1904 -0.002 -0.006 0.012
H 4.4213 -0.8275 3.6736 0.001 -0.013 0.010
```
Forces are in eV/Å.

As for the relative energy (zero: lowest compared OMol25 entry of this formula, charge and spin): 0.557 eV. The net charge is +1.


Entry 2:
The following is a quantum chemistry calculation of a structure of composition C20H54B4Mg2O11S4 at a distorted geometry, from OMol25.

Structure (XYZ):
```
95
Properties=species:S:1:pos:R:3:forces:R:3
Mg -1.3876 0.2617 -1.1971 -1.027 1.647 0.302
Mg 1.1657 -0.5408 1.6259 0.345 -0.951 0.807
B -2.8771 -0.6952 -0.2344 -2.554 -2.062 1.859
H -3.0594 0.4080 -0.2311 -0.330 2.151 0.000
H -2.5907 -1.1060 -1.2368 -0.016 -1.189 -2.204
H -2.0535 -1.0190 0.4653 1.551 -0.274 1.630
H -3.8599 -1.1708 0.1424 -1.188 -0.703 0.265
B -1.5043 0.4884 -3.2114 -0.281 1.073 -2.907
H -1.8470 0.2479 -4.2840 -0.110 -0.266 -1.294
H -0.9583 1.5011 -3.0798 1.003 1.184 -0.159
H -2.4454 0.6273 -2.6118 -2.333 0.194 0.761
H -0.8834 -0.3269 -2.7601 1.414 -2.096 -0.106
B 0.4353 -0.0543 -0.4813 1.882 -0.300 0.181
H -0.0691 -0.9084 -0.9973 -0.063 -2.343 -1.036
H 0.3737 0.8818 -1.0874 0.951 1.923 -1.424
H -0.2296 0.1830 0.3696 -1.680 0.569 2.363
H 1.4284 -0.3256 -0.0570 2.252 -0.313 -0.931
B 2.2980 1.2485 2.2787 0.391 1.121 0.949
H 2.8578 0.2663 2.2574 1.588 -2.130 -0.002
H 2.9841 2.1402 2.0352 0.914 0.901 -0.238
H 1.4957 1.1740 1.4938 -1.505 1.050 -1.682
H 1.7804 1.2818 3.3119 -0.507 0.428 1.341
C 3.1662 3.0995 -1.4380 0.280 0.808 0.671
C 4.3223 2.2300 -1.8775 -1.357 -1.306 0.930
C 3.8833 1.2223 -2.9706 1.113 2.349 -0.866
O 4.9811 1.3745 -3.9006 0.873 -0.813 0.251
C 5.8888 2.3133 -3.4709 -0.771 -1.092 -0.840
O 6.9276 2.4837 -4.0163 0.165 0.426 0.120
O 5.3913 2.9665 -2.4221 0.395 0.721 -0.241
H 2.2937 2.5577 -1.0777 0.123 -0.493 -0.212
H 2.8451 3.7730 -2.2350 0.086 -0.124 -0.152
H 3.4526 3.7170 -0.5832 0.130 0.064 -0.108
H 4.7791 1.6723 -1.0531 -0.444 0.045 0.199
H 3.0800 1.6435 -3.5782 -0.701 -0.581 0.635
H 3.7486 0.2148 -2.5924 0.059 -0.060 -0.264
C 3.6452 -4.1313 -1.8659 -0.394 -0.711 -0.106
C 3.8982 -4.8917 -0.5416 -1.057 -1.152 -1.158
C 4.5295 -4.0094 0.4968 -0.744 1.475 -0.203
S 3.9134 -2.2528 -0.0044 0.026 -1.738 0.411
O 5.0067 -1.3837 -0.3158 0.048 0.157 -0.196
O 2.9028 -1.8223 0.9456 0.215 -0.135 0.407
C 3.0274 -2.8206 -1.4509 0.410 1.064 -1.339
H 2.9206 -4.6219 -2.5228 -0.167 -0.365 0.457
H 4.5122 -4.1465 -2.5290 0.353 0.889 0.445
H 4.4284 -5.8110 -0.7958 0.431 0.155 0.424
H 2.9167 -5.2454 -0.2134 0.037 0.182 0.295
H 5.6124 -4.0893 0.5215 0.016 0.491 0.026
H 4.0728 -4.0996 1.4791 0.219 -0.263 0.089
H 3.1083 -2.0619 -2.2340 0.234 0.141 0.183
H 1.9562 -2.8756 -1.2623 0.100 -0.257 0.519
C -4.3753 4.1541 -1.9438 -0.515 -0.444 0.099
C -3.0953 4.0741 -2.7825 0.140 0.695 -0.461
C -1.9930 4.5040 -1.8014 -0.666 0.403 0.597
S -2.3283 3.4670 -0.3636 0.080 0.416 -0.392
O -1.9241 4.0349 0.9179 -0.507 -0.641 -1.167
O -1.8117 2.1747 -0.7834 0.109 1.070 1.047
C -4.1414 3.4340 -0.6055 0.336 0.767 0.465
H -5.2823 3.7864 -2.4257 0.308 -0.461 -0.214
H -4.6537 5.1939 -1.7579 0.473 0.116 0.157
H -3.1871 4.8294 -3.5651 0.222 -0.037 -0.068
H -2.9142 3.1288 -3.2912 0.010 -0.228 0.398
H -2.2387 5.5324 -1.5237 0.222 0.018 0.239
H -0.9300 4.4527 -2.0197 -0.090 -0.380 -0.348
H -4.5427 4.0423 0.2044 -0.072 -0.294 0.172
H -4.4948 2.4077 -0.5437 0.159 -0.060 -0.100
C -1.9421 2.8519 4.1264 -1.242 0.371 -0.525
C -3.2372 2.0753 3.7342 0.230 -0.475 0.824
C -2.8691 0.8173 2.9699 0.946 0.703 -0.390
S -1.3203 0.2919 3.7532 0.327 0.216 1.000
O -0.2907 0.2336 2.7304 -0.847 -0.723 0.209
O -1.4045 -0.7898 4.7199 -0.377 0.035 -1.086
C -1.0778 1.7706 4.7257 -0.253 0.390 0.600
H -2.3190 3.5937 4.8324 0.552 -0.091 0.404
H -1.4561 3.4414 3.3508 -0.058 -0.449 -0.394
H -4.0046 2.6029 3.1721 0.098 0.307 0.223
H -3.6045 1.7421 4.7119 -0.622 0.295 -0.144
H -2.5599 1.2080 1.9977 0.049 -0.796 -0.279
H -3.6145 0.0328 2.9013 0.110 -0.093 0.026
H -0.0313 2.0234 4.8749 0.100 -0.276 -0.285
H -1.5252 1.4636 5.6734 0.224 0.046 0.124
C -2.2564 -4.8198 -0.0210 -0.201 0.883 -1.531
C -2.7980 -4.1483 1.2198 -0.435 1.372 0.853
C -1.6609 -4.0301 2.2598 0.290 -0.688 -0.113
S -0.1754 -3.7388 1.2608 1.311 -1.815 -0.149
O 0.9380 -4.6540 1.5751 -1.378 1.260 -0.043
O 0.1091 -2.3003 1.2360 -0.045 -0.626 0.562
C -0.8997 -4.1854 -0.3475 0.435 0.830 1.134
H -2.8961 -4.5048 -0.8504 -0.165 -0.262 0.018
H -2.2791 -5.9071 -0.0342 0.390 -0.027 0.384
H -3.7371 -4.5849 1.5636 0.461 -0.597 0.454
H -3.1588 -3.1362 1.0089 0.462 0.051 -0.483
H -1.5414 -4.9902 2.7631 0.382 0.023 0.006
H -1.6160 -3.2398 3.0086 -0.638 0.144 -0.117
H -0.1781 -4.7519 -0.9282 -0.030 -0.160 0.124
H -0.9452 -3.1514 -0.7057 -0.660 -0.282 -0.684
```
Forces are in eV/Å.

As for the relative energy (zero: lowest compared OMol25 entry of this formula, charge and spin): 0.000 eV.


Entry 3:
The following is a quantum chemistry calculation of a structure of composition C20H54Be2F3O18 at a distorted geometry, from OMol25.

Structure (XYZ):
```
97
Properties=species:S:1:pos:R:3:forces:R:3
Be 11.7924 -22.0298 -6.9896 3.268 2.742 2.427
Be 14.3529 -19.9800 -5.2323 0.069 -0.675 -0.900
C 10.7334 -18.9426 -4.8832 1.551 0.745 -2.350
O 11.4259 -18.4925 -3.7508 -0.709 1.387 0.184
O 11.5130 -20.0189 -5.3908 -0.740 -1.245 0.305
C 9.1458 -18.9680 -4.6823 -0.741 -1.454 0.586
F 8.8233 -19.4674 -3.4795 0.482 -1.443 0.010
F 8.4075 -17.8422 -4.6354 1.311 1.041 -1.144
F 8.5801 -19.6847 -5.7007 0.625 0.019 0.784
C 11.1546 -17.0931 -3.4451 -0.240 -0.440 1.953
C 11.8517 -16.6798 -2.1453 0.615 -0.431 -0.226
H 11.7131 -17.3360 -1.2861 -0.568 -0.245 -0.301
H 12.9352 -16.6836 -2.2646 0.043 0.570 -0.084
H 11.4520 -15.7083 -1.8546 0.392 0.147 -0.084
H 10.1145 -16.9406 -3.1569 -0.361 -0.317 -0.697
H 11.4057 -16.3907 -4.2399 0.122 -0.376 -0.372
H 10.8620 -18.2238 -5.6924 -0.412 0.933 0.001
C 14.3053 -21.0530 -8.9445 0.418 1.007 1.727
O 13.7683 -20.5294 -7.7183 -2.423 -1.081 1.260
H 13.5589 -21.5397 -9.5723 0.176 -0.045 -0.015
H 14.6747 -20.1374 -9.4063 0.270 -0.227 -0.704
H 15.1430 -21.6910 -8.6629 -0.003 -0.360 -0.633
C 14.3628 -23.8760 -4.8418 -0.547 -0.303 -0.698
O 13.8390 -22.6276 -5.2320 -1.024 0.841 -0.935
H 15.3610 -23.7832 -4.4137 0.074 0.172 0.196
H 13.7321 -24.5100 -4.2187 -0.315 0.722 0.976
H 14.4380 -24.5898 -5.6621 0.540 0.290 -0.857
C 18.9213 -17.7379 -2.0306 -1.218 1.411 -1.707
C 19.9087 -17.0169 -2.9706 0.663 -1.637 1.166
O 19.3930 -15.9056 -3.6439 -0.166 0.513 0.105
O 19.5415 -18.5788 -1.1469 0.784 -0.866 0.939
H 18.1782 -18.3136 -2.5824 -0.143 0.003 -0.709
H 18.3264 -17.0007 -1.4912 0.092 0.587 0.034
H 20.3725 -17.7115 -3.6710 -0.227 -0.234 -0.147
H 20.7274 -16.6833 -2.3329 0.142 -0.122 0.219
H 19.9942 -15.2441 -3.2936 -0.539 0.828 -0.591
H 18.7975 -18.8769 -0.6185 0.445 -0.464 0.546
C 17.4992 -21.1801 -4.5235 -2.100 -1.555 -0.360
C 16.9222 -21.3342 -3.0661 -0.418 1.134 -0.672
O 15.4795 -21.0758 -2.9754 1.239 0.215 -0.875
O 16.9412 -20.0719 -5.2883 -0.979 1.297 1.829
H 17.0883 -21.9296 -5.1999 0.752 -1.357 0.877
H 18.5853 -21.2400 -4.4536 -0.048 0.459 -0.275
H 17.4558 -20.6314 -2.4262 -0.059 0.425 -0.029
H 17.0618 -22.2885 -2.5582 0.501 -0.435 -0.913
H 15.3672 -21.0376 -2.0227 -0.788 0.163 0.054
H 17.2851 -20.0731 -6.1846 0.311 0.107 -0.344
C 11.2998 -21.1006 0.2981 -0.703 0.463 -1.657
C 11.5173 -20.1274 -0.9370 -0.233 -0.503 0.320
O 11.6996 -20.8220 -2.2065 0.198 -0.711 2.071
O 12.4133 -21.9208 0.5063 0.706 -0.009 -0.232
H 10.4243 -21.7108 0.0762 -0.181 -0.144 -0.041
H 11.0993 -20.5848 1.2371 0.007 0.504 -0.244
H 12.4124 -19.5600 -0.6824 0.321 0.192 -0.208
H 10.6900 -19.4188 -0.9763 -0.170 -0.097 -0.118
H 11.4566 -20.3171 -2.9860 -0.048 0.529 0.329
H 12.8728 -21.8818 -0.3357 0.283 -0.548 -0.076
C 12.7086 -17.3471 -8.6799 -0.779 0.203 0.193
C 11.4847 -16.4478 -8.3767 0.025 -0.017 -1.899
O 11.6713 -15.5570 -7.3298 0.320 0.333 0.910
O 13.9360 -16.6719 -8.6547 0.736 1.529 0.066
H 12.6570 -17.6434 -9.7276 -0.845 -1.143 0.313
H 12.9308 -18.0933 -7.9171 -1.280 -0.986 -0.604
H 10.4923 -16.8973 -8.3434 0.257 -1.124 0.487
H 11.3380 -15.8642 -9.2855 0.370 0.318 -0.493
H 11.0809 -14.8290 -7.5375 0.059 0.290 0.451
H 13.7951 -15.7815 -8.9847 0.350 0.335 0.017
C 18.5100 -17.2441 -8.2674 -1.567 0.395 1.364
C 18.9012 -16.3457 -7.0739 2.413 0.282 -1.923
O 17.8784 -15.6198 -6.4617 -0.889 -0.613 0.004
O 17.7398 -18.3510 -7.7225 0.354 -0.025 -0.713
H 19.3152 -17.5730 -8.9244 0.306 -0.237 0.694
H 17.8382 -16.7016 -8.9326 -0.049 0.300 -0.052
H 19.5994 -15.6211 -7.4929 0.153 0.416 -0.361
H 19.6007 -16.8984 -6.4467 -0.691 -0.367 0.729
H 18.0308 -15.5833 -5.5146 0.228 -0.126 0.187
H 16.8795 -17.9433 -7.5984 -0.343 -0.224 0.352
C 14.9584 -16.7514 -4.2880 -0.113 3.664 -0.874
C 14.3076 -16.7078 -5.6806 0.137 2.333 3.451
O 14.7487 -17.7376 -6.4394 0.599 -2.400 -0.117
O 14.7532 -17.8993 -3.6177 -0.592 -3.301 0.629
H 14.5191 -15.9201 -3.7367 -0.812 0.233 0.014
H 15.9877 -16.4140 -4.1660 0.660 -0.511 -1.172
H 14.5052 -15.6977 -6.0395 0.663 -0.083 -0.660
H 13.2232 -16.6568 -5.5826 -0.288 -0.635 0.209
H 14.3162 -17.5276 -7.2704 0.487 -0.379 -1.110
H 14.7045 -17.6815 -2.6840 -0.135 -0.646 0.158
C 17.6866 -24.8345 -7.1421 0.391 -2.138 -0.036
C 17.2387 -23.9288 -8.2805 1.662 0.665 1.149
O 18.4353 -23.6026 -9.0340 -0.847 -0.545 0.091
O 18.6404 -24.3769 -6.2128 -0.105 2.054 0.479
H 18.2884 -25.6882 -7.4535 -1.031 -0.611 -1.456
H 16.8625 -25.2531 -6.5644 -0.269 0.336 -0.131
H 16.9416 -22.9923 -7.8085 -0.623 0.124 0.016
H 16.4208 -24.3649 -8.8540 0.179 -0.096 -0.165
H 18.2016 -22.8915 -9.6352 0.144 0.063 -0.127
H 19.3771 -24.1353 -6.7788 0.472 0.215 0.230
```
Forces are in eV/Å.

The net charge is +1. Its total energy is -67403.3011 eV.